1.
Computed, not measured: a structure of composition C2H5F2NO, with the ωB97M-V functional and the def2-TZVPD basis.

Properties
- highest occupied orbital energy (eV) = -9.78
- energy (eV) = -11125.7186
- energy relative to the best compared isomer or geometry (same formula, charge and spin) (eV) = 1.5666
- lowest unoccupied orbital energy (eV) = 0.78

Geometry (Å):
C 0.985 0.651 -0.664
C -0.713 -0.025 0.124
N -0.938 -1.344 0.560
O 2.056 0.469 0.225
F -0.971 0.757 1.161
F -1.657 0.489 -0.869
H 0.823 1.754 -0.773
H 0.776 -0.059 -1.464
H -1.853 -1.658 0.677
H -0.371 -2.002 -0.022
H 1.864 0.968 1.046

=====

2.
Computed, not measured: a structure of composition C2H5F3OP, with the ωB97M-V functional and the def2-TZVPD basis.

Properties
- total charge = +1
- highest occupied orbital energy (eV) = -16.05
- energy (eV) = -21636.7557
- energy relative to the best compared isomer or geometry (same formula, charge and spin) (eV) = 0.8099
- lowest unoccupied orbital energy (eV) = -4.36

Geometry (Å):
C 0.976 -1.372 -0.907
C -0.624 0.450 -0.457
O 0.546 -0.321 -0.083
F -1.603 2.235 1.650
F -0.687 0.090 2.229
F 0.728 1.922 1.670
P -0.599 1.171 1.166
H 1.323 -2.147 -0.149
H 1.641 -1.255 -1.723
H 0.285 -1.927 -1.463
H -1.493 -0.105 -0.583
H -0.495 1.259 -1.350

=====

no.,orbital gap (eV)
1,10.56
2,11.69